# 1
Molecular formula: C4H16O3
Method: DFT, the ωB97M-V functional and the def2-TZVPD basis

Geometry as XYZ:
```
23
Properties=species:S:1:pos:R:3:forces:R:3
C 0.23698 0.57907 -1.38906 0.32 1.63 -1.19
C -1.22311 -1.94080 1.19820 0.92 0.24 0.37
C -0.30632 -0.78538 0.69134 -2.61 0.44 -0.18
C -0.63658 -0.47177 -0.77544 0.97 -1.40 -0.76
H 1.26903 0.34303 -1.63058 0.05 -0.52 0.69
H -0.06309 0.96342 -2.37878 -0.68 -0.39 0.24
H 0.26170 1.48729 -0.78898 0.14 0.05 0.27
H -0.59855 -2.82907 1.30527 -0.32 -0.24 -0.18
H -1.60749 -1.72388 2.19799 -0.05 -0.01 -0.12
H -2.06525 -2.13230 0.53479 0.06 -0.01 0.00
H -0.66632 0.12530 1.20148 0.78 -0.15 0.35
H 0.72992 -1.01467 0.88961 0.30 0.29 -0.13
H -1.68601 -0.23320 -0.94491 0.10 -0.01 0.36
H -0.51956 -1.39882 -1.35591 0.02 0.02 0.04
H 2.56662 1.24277 0.85543 0.15 0.01 -0.29
H 1.31754 1.95742 1.27033 0.04 0.18 0.05
O 2.24390 2.12755 1.06580 -0.20 -0.17 0.18
H -2.90851 0.71970 -0.27484 0.25 0.32 0.06
H -4.35097 1.21134 -0.35703 -0.42 0.74 -0.09
O -3.81878 0.43729 -0.24806 -0.08 -0.91 0.16
H 4.11170 -0.45768 -0.26998 0.51 -0.10 0.40
H 3.18691 -0.35505 -1.41986 -0.29 0.08 -0.37
O 3.18467 -0.34136 -0.46346 0.04 -0.08 0.16
```
Positions in Å, forces in eV/Å.

Output
- E_LUMO: 0.47 eV
- SMILES: CCCC.O.O.O
- Frontier orbital gap: 11.404 eV



# 2
Molecular formula: C4H16O3
Method: DFT, the ωB97M-V functional and the def2-TZVPD basis

Geometry as XYZ:
```
23
Properties=species:S:1:pos:R:3:forces:R:3
C -1.66896 -0.12557 1.63517 -0.64 0.08 0.05
C -0.48291 0.76311 1.95095 1.07 -0.15 -0.62
C -0.14755 1.72865 0.81637 0.19 0.37 0.04
C 1.21067 2.40929 1.05254 -0.45 -0.68 0.89
H -2.23151 -0.36614 2.54582 0.10 -0.15 -0.29
H -1.41948 -1.04815 1.11110 0.25 -0.09 0.22
H -2.35402 0.38063 0.94453 -0.05 0.12 0.26
H 0.43625 0.17378 2.13231 -0.43 -0.03 0.11
H -0.61820 1.36534 2.83722 -0.28 0.06 0.43
H -0.95149 2.46935 0.75227 0.08 -0.02 -0.16
H -0.13179 1.18415 -0.12726 -0.07 -0.03 -0.26
H 1.45069 3.23555 0.39299 0.04 -0.11 -0.25
H 1.97692 1.61957 1.04542 0.10 0.44 -0.24
H 1.20386 2.78649 2.08486 0.11 0.13 -0.21
H 0.43155 -2.49897 -3.22794 -0.15 0.08 -0.04
H 0.57320 -2.89343 -4.73472 -0.18 0.22 0.06
O 0.86498 -3.09305 -3.84391 0.36 -0.37 0.01
H 2.92574 -1.26823 -0.58895 0.00 0.09 0.09
H 1.60222 -0.48437 -0.42283 0.21 0.12 0.18
O 2.01866 -1.20758 -0.89722 -0.31 -0.13 -0.25
H -1.99872 -1.73316 -2.47878 -0.06 0.04 -0.01
H -1.01993 -1.36264 -1.35309 -0.39 -0.40 -0.15
O -1.67017 -2.03464 -1.62687 0.50 0.40 0.12
```
Positions in Å, forces in eV/Å.

Output
- E_LUMO: 0.54 eV
- SMILES: CCCC.O.O.O
- Frontier orbital gap: 11.660 eV



# 3
Molecular formula: C4H16O3S
Method: DFT, the ωB97M-V functional and the def2-TZVPD basis

Geometry as XYZ:
```
24
Properties=species:S:1:pos:R:3:forces:R:3
C -2.11971 0.61058 -0.32075 -0.69 0.06 -0.61
C -1.05568 -0.47264 -0.41440 -0.94 -1.01 0.52
C -0.33383 -0.56993 -1.76316 -0.69 -0.45 0.61
C 1.16853 -0.75995 -1.63080 -0.06 0.48 -1.34
S 1.76698 -2.45257 -1.87957 0.33 -0.23 -0.15
H -1.73404 1.59283 -0.03186 0.08 -0.26 0.55
H -2.61020 0.85669 -1.27129 0.16 -0.46 -0.24
H -2.94423 0.24371 0.29795 0.19 0.50 0.41
H -1.48224 -1.45826 -0.19700 -0.63 0.06 -0.43
H -0.50597 -0.45926 0.52988 1.03 0.72 -0.58
H -0.75029 0.20912 -2.40906 1.08 0.72 0.16
H -0.73157 -1.42043 -2.32167 0.08 -0.39 0.30
H 1.61788 -0.17883 -0.83288 0.03 -0.33 0.53
H 1.62773 -0.34203 -2.51905 0.23 0.28 -0.32
H 1.63002 -3.10651 -0.72287 -0.27 0.32 0.39
H -0.79097 -2.69425 2.99935 -0.42 -0.30 -0.22
H 0.09110 -1.86228 2.20329 0.00 0.12 -0.63
O -0.66527 -2.46107 2.06700 0.46 0.14 0.92
H 2.18192 2.99872 0.64274 -0.32 -0.16 -0.31
H 0.90804 3.78871 0.11445 0.33 -0.40 -0.19
O 1.50891 3.66065 0.86073 -0.10 0.75 0.46
H 1.19150 0.80945 1.69256 -0.35 -0.10 -0.85
H 0.72112 2.11475 2.44077 -0.03 -0.04 -0.60
O 1.31028 1.35283 2.46563 0.53 -0.04 1.60
```
Positions in Å, forces in eV/Å.

Output
- E_LUMO (alpha / beta): 3.10 / 3.04 eV
- <S²>: 0.751
- 2S+1: 2
- Charge: -1
- Frontier orbital gap (alpha / beta): 2.498 / 9.116 eV



# 4
Molecular formula: C4H16O3S
Method: DFT, the ωB97M-V functional and the def2-TZVPD basis

Geometry as XYZ:
```
24
Properties=species:S:1:pos:R:3:forces:R:3
C -2.29252 -0.24345 -0.72668 -0.46 -1.39 0.31
C -0.80640 0.09039 -0.69847 -0.26 -0.47 0.53
C -0.21828 -0.14450 0.70980 0.28 0.03 -0.12
C 1.22103 0.37120 0.91131 -0.30 -1.01 1.19
S 1.64007 -0.32856 2.56967 0.23 0.06 -0.20
H -2.36773 -1.28944 -1.06712 -0.20 0.24 0.18
H -2.76817 -0.24813 0.26917 0.19 0.36 -0.36
H -2.90470 0.31601 -1.41762 0.01 0.48 -0.11
H -0.61744 1.08297 -1.12751 0.16 -0.09 0.45
H -0.35123 -0.66131 -1.33818 0.22 0.42 -0.28
H -0.16902 -1.20650 0.97599 0.21 -0.13 -0.98
H -0.91608 0.06762 1.51546 -0.04 1.44 0.10
H 1.43853 1.41901 0.97209 -0.47 0.72 -0.23
H 1.89408 -0.03480 0.15821 0.10 -0.17 0.42
H 2.75647 0.36128 2.84348 0.00 0.03 -0.12
H -0.31120 3.93046 1.32810 0.05 0.94 -0.01
H -0.47894 2.49769 1.32078 -0.60 -0.17 -0.42
O -0.87104 3.28495 0.90360 0.52 -0.80 0.45
H 0.37359 -2.53896 -1.17439 -0.07 0.21 -0.16
H 0.71847 -3.68212 -0.28457 -0.13 -0.05 0.25
O 0.14354 -2.90786 -0.31609 0.36 -0.52 -0.31
H 1.66076 -0.22063 -1.32156 -0.15 0.27 -0.59
H 1.37527 0.39662 -2.74230 0.33 -0.57 0.69
O 1.85093 -0.31195 -2.26316 0.01 0.19 -0.69
```
Positions in Å, forces in eV/Å.

Output
- E_LUMO: 0.56 eV
- SMILES: CCCCS.O.O.O
- Frontier orbital gap: 9.814 eV



# 5
Molecular formula: C4H16O4
Method: DFT, the ωB97M-V functional and the def2-TZVPD basis

Geometry as XYZ:
```
24
Properties=species:S:1:pos:R:3:forces:R:3
C 0.98402 2.59876 -6.99451 0.50 -0.51 -0.48
O 0.26350 1.55242 -6.31652 0.09 0.94 -0.25
H 1.99772 2.69333 -6.60519 0.03 0.00 0.24
H 1.09593 2.36654 -8.05359 -0.06 -0.11 -0.13
H 0.53184 3.59044 -6.98002 -0.53 -0.31 0.56
H 0.39412 0.75231 -6.83067 -0.03 -0.01 0.08
C -2.87650 -3.91039 2.05588 0.49 0.48 0.07
O -2.12065 -4.03447 0.87279 0.75 -0.95 -0.55
H -2.78527 -2.84145 2.24862 -1.46 0.02 0.66
H -3.82345 -4.43426 1.92571 -0.53 0.89 -0.05
H -2.46651 -4.38880 2.94533 0.80 -0.28 -0.25
H -2.00027 -3.16721 0.47913 -0.05 -0.14 0.11
C -0.57781 2.32294 -0.45350 0.63 -0.19 0.74
O -0.81539 1.07256 -1.03861 -0.26 -0.56 -0.40
H -0.63887 2.20261 0.62811 -0.68 0.10 0.02
H 0.47682 2.57654 -0.56093 0.04 0.62 -0.56
H -1.28340 3.05130 -0.85318 0.27 0.38 0.33
H -0.85964 1.24331 -1.98226 0.00 -0.36 -0.15
C 2.27284 -0.80987 5.70476 0.40 0.21 -1.31
O 2.50433 -0.09648 6.86268 -0.27 0.34 1.96
H 1.75383 -1.73151 5.96809 0.13 0.08 -0.03
H 1.68247 -0.25240 4.97759 -0.46 0.08 0.03
H 3.19640 -1.01690 5.16414 0.21 -0.47 0.08
H 3.09393 0.66067 6.83613 -0.01 -0.23 -0.72
```
Positions in Å, forces in eV/Å.

Output
- E_LUMO: 0.60 eV
- SMILES: CO.CO.CO.CO
- Frontier orbital gap: 10.759 eV



# 6
Molecular formula: C4H16O4
Method: DFT, the ωB97M-V functional and the def2-TZVPD basis

Geometry as XYZ:
```
24
Properties=species:S:1:pos:R:3:forces:R:3
C 1.53228 -1.12235 0.64950 -1.28 -0.69 -0.50
O 0.98147 -2.43474 0.36138 0.17 0.32 0.15
C 1.34514 -0.23378 -0.57228 0.03 -0.41 0.09
C 2.06724 1.10032 -0.47625 1.88 -0.54 -0.07
C 1.75107 2.05046 -1.61816 0.04 0.35 0.22
H 0.95948 -0.72317 1.48802 0.51 0.18 0.29
H 2.57646 -1.31957 0.87207 0.09 0.31 0.17
H 0.02610 -2.32303 0.34111 0.01 -0.10 -0.01
H 0.27800 -0.13849 -0.81153 -0.10 0.25 0.41
H 1.70947 -0.84101 -1.40646 0.27 0.32 -0.18
H 3.13661 0.83193 -0.58201 -0.15 -0.02 -0.45
H 2.21266 1.50512 0.53147 -1.35 0.33 0.03
H 2.12308 1.57994 -2.52128 -0.21 -0.01 -0.38
H 2.25590 3.01447 -1.54866 0.12 -0.05 0.20
H 0.69098 2.28445 -1.73680 -0.06 -0.22 0.06
H -2.20303 -0.55990 2.65305 0.14 -0.18 0.12
H -1.38211 -1.84722 2.83619 -0.04 0.15 0.17
O -1.30504 -0.88538 2.83351 0.04 -0.04 -0.16
H -2.10502 1.04044 -1.26385 -0.09 -0.24 -0.47
H -3.44111 0.32638 -1.78958 0.51 0.06 -0.33
O -3.02239 0.82312 -1.08403 -0.44 0.20 0.77
H -2.74576 -1.15119 0.89851 -0.31 0.15 -0.12
H -3.83469 -0.10364 0.70441 0.17 -0.02 -0.09
O -3.60681 -0.87316 1.24166 0.06 -0.10 0.07
```
Positions in Å, forces in eV/Å.

Output
- E_LUMO: 0.28 eV
- SMILES: CCCCO.O.O.O
- Frontier orbital gap: 10.449 eV



# 7
Molecular formula: C4H16O5
Method: DFT, the ωB97M-V functional and the def2-TZVPD basis

Geometry as XYZ:
```
25
Properties=species:S:1:pos:R:3:forces:R:3
C -2.09280 2.34664 -0.07870 -1.07 0.29 1.90
C -2.51197 1.09930 -0.31970 0.91 0.66 -0.64
C -1.91410 0.49647 -1.52518 -0.31 -0.36 -0.23
C -2.39303 -0.54919 -2.19937 -0.47 0.21 -0.29
H -1.41867 2.96042 -0.66007 0.16 -0.49 -0.31
H -2.44599 2.84822 0.83641 0.05 -0.15 -0.49
H -3.19736 0.56257 0.34922 0.29 0.26 -0.44
H -1.04286 1.06206 -1.83778 0.18 -0.30 -0.30
H -2.04555 -0.96874 -3.14708 0.35 0.39 0.45
H -3.35976 -0.92064 -1.89738 -0.13 -0.40 0.27
H 2.49024 -0.07091 0.15230 0.50 -0.88 -0.38
H 3.05495 -0.44657 -1.29994 0.10 0.11 0.41
O 2.26782 -0.26130 -0.78112 -0.71 0.48 -0.26
H 0.35778 -2.32667 1.53723 0.17 0.10 0.47
H 1.39801 -3.37550 1.28305 0.07 -0.33 0.14
O 1.01304 -2.88793 2.02024 -0.13 -0.24 -0.53
H -0.15682 -0.54808 0.18448 -0.33 -0.52 0.14
H -1.32502 -1.57533 0.22859 0.05 0.24 -0.23
O -0.65190 -1.15102 0.77094 0.30 0.17 0.01
H 2.37251 -1.74057 2.03560 -0.31 1.03 -0.09
H 2.39864 -0.20494 2.44796 0.03 -0.44 0.12
O 2.68364 -0.83364 1.77375 0.36 0.09 0.39
H 1.29574 1.76718 -0.19015 0.22 -0.13 -0.31
H 2.06188 2.69242 -1.16109 -0.20 -0.28 0.23
O 1.33922 2.66786 -0.52042 -0.09 0.48 -0.03
```
Positions in Å, forces in eV/Å.

Output
- E_LUMO: 0.48 eV
- SMILES: C=CC=C.O.O.O.O.O
- Frontier orbital gap: 9.559 eV



# 8
Molecular formula: C4H16O6
Method: DFT, the ωB97M-V functional and the def2-TZVPD basis

Geometry as XYZ:
```
26
Properties=species:S:1:pos:R:3:forces:R:3
O -2.93658 0.64693 -1.21283 0.26 0.07 -0.10
H -2.57541 1.40063 -0.69871 0.14 -0.78 -0.61
H -2.38069 0.46425 -1.99625 -0.31 0.60 0.68
O -1.08519 1.28809 1.01010 -0.09 -2.64 -2.53
H -0.97439 1.92382 1.65517 0.75 1.82 2.18
H -0.30199 0.68900 0.94973 -0.55 1.00 0.25
C -1.54536 -2.65243 0.20911 3.90 -0.74 0.57
C -0.83159 -2.08264 1.47126 -0.06 -0.85 0.32
O -0.48500 -3.18030 2.33852 -3.01 0.01 -1.05
O -1.36792 -1.72140 -0.79343 0.61 -0.01 -1.65
H -2.53877 -2.82925 0.37783 -2.73 -0.33 0.81
H -1.12076 -3.68357 -0.06047 -0.15 1.64 0.12
H -1.55654 -1.41756 1.94414 0.04 0.05 0.35
H 0.09672 -1.45855 1.32527 -0.95 -0.74 -0.66
H 0.36127 -3.00967 2.62028 2.95 0.33 1.23
H -1.89148 -0.94858 -0.59819 -0.63 0.64 0.06
C 2.12559 2.55509 -0.66000 1.95 -1.85 0.71
C 1.73776 1.09271 -1.03443 0.13 -0.18 -1.97
O 1.69273 0.32750 0.15759 0.23 -0.12 0.09
O 2.86159 3.20437 -1.69791 -3.65 1.40 0.11
H 2.85054 2.53965 0.21840 -1.24 -0.41 -0.63
H 1.20742 2.97609 -0.32754 -0.45 1.47 -0.25
H 2.50844 0.73524 -1.81150 -0.79 0.15 1.33
H 0.73225 0.95173 -1.57895 1.28 0.77 0.74
H 1.73990 -0.60019 -0.08780 -0.11 -0.13 0.01
H 3.67745 2.78902 -1.71938 2.46 -1.16 -0.13
```
Positions in Å, forces in eV/Å.

Output
- E_LUMO: 0.43 eV
- SMILES: OCCO.OCCO.O.O
- Frontier orbital gap: 10.182 eV



The energy relative to the best compared isomer or geometry (same formula, charge and spin) results, record by record, are as follows: 0.877; 0.654; 0.469; 1.097; 3.179; 0.803; 0.813; 3.123 eV.
The calculated total energy results, record by record, are as follows: -387.690560; -387.698768; -785.833267; -785.862084; -462.845128; -462.932433; -538.151775; -613.360680 hartree.